The following is a quantum chemistry calculation of a cluster of 18 separate species, C17H73N13O18 in total, from OMol25.

Structure (XYZ):
```
121
Properties=species:S:1:pos:R:3:mulliken_spin:R:1
O 9.4772 3.8464 -4.1402 0.00
O 10.9644 5.6377 -1.4805 0.00
O 7.7015 0.1040 -8.3974 0.00
O 8.4002 6.0606 -5.5905 0.00
O 2.9215 9.8200 -2.7034 0.00
O 2.5703 2.9108 -9.5689 0.00
O 11.1975 6.4205 -7.2613 0.00
O 14.0251 4.3584 -4.6303 0.14
O 11.1233 8.6344 -5.1735 0.00
O 5.2228 9.1865 -0.4743 0.00
O 7.6969 11.0207 -2.4217 0.00
O 3.9536 7.3523 -1.8882 0.00
O 11.3159 -0.1435 -6.4817 -0.05
O 5.1400 8.9247 -5.8538 0.00
O 5.1557 4.9429 -2.8356 0.00
O 6.7377 8.6405 -8.2621 0.00
O 10.5504 9.9671 -1.0300 0.00
O 7.5778 3.8289 -2.2770 0.00
N 10.0269 1.5440 -5.8015 0.43
N 4.8209 10.9086 -3.1196 0.00
N 11.8511 10.5448 -4.1085 0.00
N 1.6491 4.6583 -7.0823 0.00
N 3.0716 11.6301 -3.9710 0.00
N 10.4279 10.6805 -5.6289 0.00
N 6.3950 8.1957 -3.3659 0.00
N 12.1275 1.4544 -5.1694 0.56
N 5.4868 1.8614 -10.7943 0.00
N 6.6721 7.9818 0.7573 0.00
N 12.0747 5.2113 -4.1707 0.01
N 13.4789 4.9527 -2.5734 0.02
N 6.8806 10.0521 0.8314 0.00
C 11.1659 9.8440 -5.0105 0.00
C 11.1629 0.8903 -5.8927 0.00
C 6.7682 1.5687 -10.1756 0.00
C 8.3297 7.2360 -2.6914 0.00
C 2.4032 1.5428 -9.3139 0.00
C 2.6786 5.0440 -8.1078 0.00
C 3.2760 3.6359 -8.5775 0.00
C 6.1853 9.0979 0.3139 0.00
C 6.5064 0.3767 -9.1792 0.00
C 8.2454 5.1568 -6.6106 0.00
C 7.2903 2.8209 -9.5108 0.00
C 3.5885 10.6884 -3.2415 0.00
C 13.2124 4.7675 -3.8458 -0.01
C 7.6302 7.7144 -3.9667 0.00
C 8.6848 -0.6791 -9.0790 0.00
C 3.7011 5.9728 -7.4306 0.00
C 7.2386 6.5844 -4.9969 0.00
H 8.4955 8.0296 -1.9627 0.00
H 6.3255 -0.4918 -9.8126 0.00
H 5.6957 2.5675 -11.4856 0.00
H 6.8499 4.3196 -2.6588 0.00
H 4.8390 2.3395 -10.1844 0.00
H 6.7610 8.7004 -2.5713 0.00
H 9.3406 6.9245 -2.9543 0.00
H 5.3304 10.2638 -2.5325 0.00
H 9.4939 4.6868 -4.5981 0.00
H 8.0615 2.6860 -8.7524 0.00
H 8.2067 8.4763 -4.4914 0.00
H 9.1474 -0.0627 -9.8499 0.00
H 7.3822 3.7994 -1.3404 0.00
H 8.3297 11.0655 -1.7049 0.00
H 3.3612 8.0350 -2.2032 0.00
H 7.0927 9.3256 -8.8286 0.00
H 9.1991 4.7816 -6.9818 0.00
H 6.6669 6.9741 -5.8392 0.00
H 12.0649 2.3463 -4.6998 -0.02
H 5.7382 7.5123 -3.0171 0.00
H 1.8032 1.3957 -8.4158 0.00
H 3.4020 1.1064 -9.3105 0.00
H 4.2082 5.5230 -6.5769 0.00
H 9.9509 10.4360 -6.4849 0.00
H 5.2786 11.4129 -3.8654 0.00
H 10.5349 6.4638 -7.9507 0.00
H 4.7632 5.6979 -2.3974 0.00
H 10.9808 7.1448 -6.6742 0.00
H 6.8320 11.0296 0.5820 0.00
H 7.4849 1.2642 -10.9383 0.00
H 10.9423 5.5421 -0.5284 0.00
H 12.0801 11.5195 -4.2413 0.00
H 4.4439 7.7683 -1.1792 0.00
H 7.6942 5.6328 -7.4217 0.00
H 4.4500 6.3614 -8.1207 0.00
H 7.7751 9.7545 1.1940 0.00
H 6.6337 5.8051 -4.5332 0.00
H 1.9164 1.0266 -10.1413 0.00
H 1.2741 5.5958 -7.0587 0.00
H 9.1618 1.2399 -6.2247 -0.04
H 6.1172 7.2157 0.4036 0.00
H 6.4332 3.4387 -9.2429 0.00
H 3.6843 12.2697 -4.4565 0.00
H 12.7963 5.5475 -2.1258 0.00
H 14.3229 4.7053 -2.0769 0.00
H 6.6246 7.8859 -8.8400 0.00
H 8.1642 -1.5501 -9.4772 0.00
H 11.8800 5.6092 -5.0784 0.00
H 13.0084 0.9616 -5.1350 -0.03
H 2.2883 5.5986 -8.9611 0.00
H 0.9946 4.0548 -7.5592 0.00
H 2.1768 11.3983 -4.3781 0.00
H 10.5491 11.6446 -5.3531 0.00
H 7.7429 6.3982 -2.3148 0.00
H 9.2673 -1.1330 -8.2774 0.00
H 8.7953 3.9486 -3.4762 0.00
H 3.2003 6.8034 -6.9333 0.00
H 10.1607 5.2147 -1.7828 0.00
H 11.4926 5.3412 -3.3556 0.00
H 7.2452 7.9213 1.5868 0.00
H 3.3835 3.0447 -7.6681 0.00
H 5.5909 8.7130 -5.0364 0.00
H 12.4175 10.0146 -3.4619 0.00
H 4.5113 4.6864 -3.4952 0.00
H 9.8906 2.4301 -5.3363 -0.02
H 10.9253 9.4735 -0.3006 0.00
H 11.1908 9.8762 -1.7355 0.00
H 4.2635 3.8081 -9.0055 0.00
H 7.7181 4.2705 -6.2578 0.00
H 7.7918 3.3683 -10.3089 0.00
H 8.1750 10.6033 -3.1382 0.00
H 5.6697 0.4816 -8.4886 0.00
H 5.8197 8.8647 -6.5252 0.00
```

Its net charge is +1. The value obtained for the LUMO energy (alpha / beta) is -2.442 / -8.056 eV. Its spin multiplicity is 2. The value obtained for the HOMO-LUMO gap (alpha / beta) is 8.30 / 2.68 eV. As for the HOMO energy (alpha / beta): -10.74 / -10.74 eV.

=====

The following is a quantum chemistry calculation of a cluster of 3 separate species, C12H30ClN2O2 in total, from OMol25.

Structure (XYZ):
```
47
Properties=species:S:1:pos:R:3:mulliken_charge:R:1
Cl -0.5117 4.7054 -0.1944 -0.09
O -1.7038 -4.2281 -2.5570 -0.49
O 0.5140 3.3779 5.1229 -0.55
N 0.5322 3.3598 -0.4326 -0.14
N 1.6602 1.0194 -0.9076 -0.09
C -1.1170 -2.0684 0.0310 -1.66
C 0.4366 -0.2366 0.8558 -1.38
C 0.5023 3.0025 -1.8538 -0.56
C 0.3597 0.9054 -0.1387 0.27
C 1.1842 -2.6508 0.9323 -1.71
C 0.1868 2.2687 0.5021 -1.09
C 0.8208 3.9364 3.8589 -0.03
C 1.4564 1.8359 -2.1466 -0.65
C -3.8205 -5.4159 -2.8696 -1.05
C 0.3407 -1.6180 0.1855 1.17
C 2.2492 3.6655 3.4215 -0.96
C -2.8022 -4.4548 -3.4446 -0.23
H 0.7527 -1.5277 -0.8332 0.15
H 2.2526 -2.5509 0.7271 0.39
H -3.3786 -6.4012 -2.7059 0.33
H 2.9634 4.1389 4.0973 0.41
H -0.3770 -0.0930 1.5713 0.46
H 0.6124 5.0109 3.8346 0.26
H -1.4378 -2.6395 0.9049 0.41
H 1.3606 -0.1409 1.4393 0.42
H 1.0522 -2.5587 2.0125 0.39
H -4.6580 -5.5403 -3.5572 0.34
H -1.2478 -2.7002 -0.8476 0.33
H -4.2047 -5.0473 -1.9185 0.27
H 0.1179 3.4609 3.1714 0.12
H 2.0409 0.0991 -1.1336 0.42
H -3.2457 -3.4720 -3.6046 0.27
H 2.4294 4.0705 2.4220 0.26
H -1.2756 -5.0741 -2.3946 0.27
H 2.4309 2.1551 -2.5075 0.45
H -0.3939 0.7073 -0.9044 0.30
H 2.4515 2.5920 3.4209 0.24
H -1.7986 -1.2185 -0.0662 0.39
H -0.5096 2.7740 -2.2063 0.41
H 0.8494 3.8763 -2.4009 0.45
H -2.4364 -4.8120 -4.4119 0.26
H 2.3352 1.4811 -0.2936 0.46
H 1.0104 1.1721 -2.8857 0.31
H 0.8970 -3.6657 0.6570 0.42
H 1.0604 3.7952 5.7953 0.32
H -0.8219 2.3717 0.9048 0.59
H 0.8807 2.3324 1.3482 0.14
```

Its net charge is +1. Its energy above the lowest of the compared OMol25 structures with the same formula, charge and spin is 0.000 eV. The value obtained for the LUMO energy is -2.974 eV. Its spin multiplicity is 1. The value obtained for the HOMO-LUMO gap is 9.63 eV. As for the HOMO energy: -12.60 eV.

=====

The following is a quantum chemistry calculation of an isolated molecule of C2H2F2O3, from OMol25.

Structure (XYZ):
```
9
Properties=species:S:1:pos:R:3:mulliken_charge:R:1
F 2.0196 -0.4319 0.6660 -0.18
F -0.3481 -0.8340 -1.3959 -0.28
O -1.2081 0.7321 -0.0966 -0.53
O 1.5326 1.3160 -0.5384 -0.47
O -0.4960 -1.0828 0.9225 -0.57
C -0.2487 -0.2339 -0.1320 0.84
C 1.1638 0.3354 0.0609 0.46
H -1.4645 -1.2206 1.3297 0.38
H -0.9506 1.4197 -0.8163 0.35
```

Its net charge is 0. Its energy above the lowest of the compared OMol25 structures with the same formula, charge and spin is 0.916 eV. The value obtained for the LUMO energy is 0.427 eV. Its spin multiplicity is 1. The value obtained for the HOMO-LUMO gap is 12.34 eV. As for the structure (SMILES): O=C(F)C(O)(O)F. As for the HOMO energy: -11.91 eV.

=====

The following is a quantum chemistry calculation of a structure of composition C25H23N3O2PtSSb, from OMol25.

Structure (XYZ):
```
56
Properties=species:S:1:pos:R:3:mulliken_charge:R:1
Pt -0.2776 0.2037 -0.6170 0.90
Sb 0.6261 0.4718 -3.7613 0.91
S -0.0251 1.9745 0.7946 -0.57
O 0.6351 -0.8380 6.9716 -0.48
O 2.7170 -0.2412 6.5166 -0.53
N 1.6685 -0.3421 -0.9096 -0.25
N -0.8395 -1.3485 -1.9234 -0.28
N -1.5297 1.5270 -1.7845 0.17
C 2.1131 -1.3193 1.2911 -1.08
C 4.3259 -0.4816 -1.6363 -0.43
C -2.8824 3.4460 -2.1229 -0.81
C -0.0064 -0.2221 4.1891 -0.85
C -1.9703 -3.3852 -2.3601 -0.85
C 1.0968 0.2841 4.8698 0.62
C -2.1715 3.7692 -3.2584 -0.46
C 3.3756 -0.0139 -2.5348 -0.77
C 1.4726 1.8487 3.0784 -0.44
C 2.0498 0.0376 -2.1589 0.19
C 0.3854 1.3228 2.3799 0.13
C 1.5700 -0.2742 6.1775 0.52
C -0.8982 -2.2067 -4.1366 -0.85
C -1.9083 -2.4339 -0.0245 -1.23
C -2.5440 2.3085 -1.3903 1.02
C 1.8319 1.3248 4.3068 -0.76
C -1.1397 2.9315 -3.6703 -0.83
C -3.3014 1.9221 -0.1625 -1.26
C 3.9142 -0.9129 -0.3989 -0.86
C 2.5677 -0.8350 -0.0389 1.11
C -1.5621 -2.3910 -1.4788 1.00
C -1.6378 -3.2973 -3.6983 -0.36
C -0.5138 -1.2506 -3.2150 0.38
C -0.3614 0.2957 2.9543 -0.27
C -0.8397 1.8152 -2.9126 0.16
H -0.5834 3.1460 -4.5730 0.40
H 5.3707 -0.5264 -1.9141 0.43
H 4.6200 -1.3149 0.3141 0.46
H -2.5279 -3.2988 0.2017 0.44
H 2.0474 2.6519 2.6366 0.45
H 2.8863 -1.9221 1.7626 0.50
H -1.9501 -4.0659 -4.3924 0.43
H -3.7059 4.0605 -1.7876 0.46
H -1.0032 -2.4831 0.5843 0.11
H -0.6213 -2.1024 -5.1768 0.44
H -2.4211 4.6531 -3.8301 0.43
H -0.2514 -0.6561 6.6390 0.33
H 1.8875 -0.4789 1.9437 0.08
H -1.2162 -0.1022 2.4204 0.41
H 2.6930 1.7014 4.8419 0.45
H -0.5798 -1.0462 4.5984 0.35
H -2.5497 -4.2165 -1.9845 0.46
H -2.4515 -1.5308 0.2645 0.16
H 3.6640 0.2978 -3.5301 0.43
H -4.2944 2.3669 -0.1635 0.49
H -3.3933 0.8362 -0.1063 0.14
H 1.2040 -1.9126 1.1894 0.00
H -2.7647 2.2532 0.7266 0.25
```

Its net charge is +1. Its energy above the lowest of the compared OMol25 structures with the same formula, charge and spin is 0.000 eV. The value obtained for the LUMO energy is -3.051 eV. Its spin multiplicity is 1. The value obtained for the HOMO-LUMO gap is 7.37 eV. As for the HOMO energy: -10.42 eV.

=====

The following is a quantum chemistry calculation of an isolated molecule of C9H12BrN5S, from OMol25.

Structure (XYZ):
```
28
Properties=species:S:1:pos:R:3:mulliken_charge:R:1
Br -1.9273 -2.9058 -3.1785 -0.18
S -2.9640 2.6364 -1.0834 -0.09
N 0.1401 -0.6864 -0.7278 0.65
N 1.0285 -1.7274 -0.7052 -1.21
N -2.0213 0.0868 -1.6094 -0.57
N -0.6632 1.4816 -0.1038 -0.46
N 1.0582 0.9303 1.0165 -0.13
C -1.8143 1.2612 -0.9263 0.29
C -3.0381 3.0992 0.6601 -0.69
C 4.0666 0.6841 3.1913 -1.25
C 2.3933 0.3968 1.2672 -0.44
C 0.4371 -2.6596 -1.4257 -0.03
C -0.7585 -2.0192 -1.9983 -0.43
C 3.0982 1.4139 2.1959 -0.54
C -1.0060 -0.8523 -1.4670 0.73
C 0.1529 0.5622 -0.0166 0.51
H 4.7060 1.4263 3.6544 0.38
H -2.0485 3.1560 1.1059 0.22
H 3.6275 2.2121 1.6689 0.38
H 0.7070 1.8110 1.4034 0.28
H 3.5363 0.0224 3.9966 0.28
H -3.5468 4.1045 0.7414 0.32
H -3.7140 2.3659 1.1895 0.23
H 4.8642 0.0508 2.7999 0.33
H 0.8723 -3.6632 -1.6731 0.38
H 2.4501 1.9355 2.7390 0.37
H 2.3169 -0.5717 1.7809 0.29
H 2.8637 0.2653 0.3209 0.35
```

Its net charge is 0. The value obtained for the LUMO energy is 0.217 eV. Its spin multiplicity is 1. The value obtained for the HOMO-LUMO gap is 8.65 eV. As for the structure (SMILES): CCCNc1nc(SC)nc2c(Br)cnn12. As for the HOMO energy: -8.43 eV.

=====

The following is a quantum chemistry calculation of a structure of composition C30H54BMoN8O2PS2Si3, from OMol25.

Structure (XYZ):
```
102
Properties=species:S:1:pos:R:3:mulliken_spin:R:1
Mo 0.7976 0.7549 -0.0175 1.30
S -3.2143 0.5615 -2.9810 0.00
S -1.5285 -0.0707 -0.3974 -0.03
P -2.4203 -0.9389 -2.1499 -0.01
Si 0.1695 -3.8018 1.0304 -0.01
Si 1.3472 -0.9882 2.2047 -0.01
Si -0.4987 1.4458 3.3778 0.02
O -3.2681 -2.0839 -1.4967 0.00
O -1.4513 -1.7746 -3.0483 0.00
N 1.1581 1.1656 -2.2259 -0.05
N -0.1325 2.6920 -0.2788 -0.02
N 2.8928 2.9589 -0.5865 0.02
N 2.3806 4.7718 -2.2054 0.00
N 2.5944 1.9819 0.3013 -0.02
N 1.6932 2.3350 -2.6943 0.02
N 0.4949 3.6758 -0.9699 0.03
N 2.9328 4.9073 -3.4369 0.00
C 0.7886 0.7685 2.1841 -0.02
C -0.1745 -0.9104 0.3161 -0.26
C -1.4577 -4.5268 0.4253 0.00
C 0.9933 1.2085 -4.4623 0.00
C -0.0888 -1.9347 1.3951 0.01
C -1.3461 3.1439 0.0411 0.02
C -0.3435 4.7158 -1.1047 0.02
C 4.5740 2.8740 0.8464 0.00
C 3.6035 1.9413 1.1788 0.01
C 3.1368 6.8448 -2.2965 0.00
C -0.0687 3.2559 3.5905 0.00
C 2.6100 -1.0564 0.7613 -0.01
C 0.7467 0.4937 -3.2963 0.03
C -1.6390 -4.1859 -3.1198 0.00
C 0.5517 -3.0072 -3.5076 0.00
C -0.7486 -3.0265 -2.7315 -0.01
C -4.3483 -2.0588 -0.4961 0.00
C -2.3291 1.3553 2.9072 0.01
C 3.3787 6.1465 -3.4978 0.00
C 0.5300 -4.6957 2.6353 0.00
C 4.0782 3.5016 -0.2798 0.01
C -1.5278 4.4252 -0.4593 0.00
C 2.5067 5.9301 -1.4986 0.00
C -5.1925 -0.8065 -0.5448 0.00
C -5.1472 -3.3161 -0.7521 0.00
C -1.3629 -1.9249 2.2802 -0.04
C 1.5546 -4.2102 -0.1597 0.00
C -0.3096 0.5800 5.0306 0.00
C 1.5818 2.3777 -4.0339 0.03
C 2.2198 -1.7397 3.6734 0.01
B 1.8812 3.4531 -1.6636 -0.03
H -2.0209 2.5304 0.6121 0.00
H -0.3781 -4.8543 3.2198 0.00
H -0.8045 3.7737 4.2101 0.00
H 1.3022 -2.3595 -3.0552 0.00
H -2.1366 -4.6625 1.2698 0.00
H -0.9036 1.0808 5.7996 0.00
H 2.5213 -4.2210 0.3486 0.00
H -1.2624 -5.5213 0.0128 0.00
H -4.6138 0.0980 -0.3578 0.00
H -5.6390 -3.2592 -1.7238 0.00
H -1.1491 -5.1254 -2.8607 0.00
H 0.9085 3.3739 4.0663 0.00
H 0.3671 -2.6650 -4.5268 0.00
H 0.7313 0.5795 5.3647 0.00
H -2.5951 -4.1365 -2.6016 0.00
H 2.1496 6.0105 -0.4837 0.00
H -1.1926 -2.5087 3.1875 0.00
H 3.8570 6.4984 -4.3981 0.00
H 5.4995 3.0734 1.3565 0.00
H -3.8400 -2.1286 0.4675 0.00
H 3.5668 -0.5908 0.9863 0.00
H 3.3872 7.8630 -2.0548 0.00
H 1.9507 3.2331 -4.5705 0.00
H 0.9304 -5.6834 2.3894 0.00
H 4.4875 4.2979 -0.8782 0.00
H -0.0293 3.7625 2.6215 0.00
H -1.9888 -3.9520 -0.3344 0.00
H 2.7934 -2.0796 0.4328 0.01
H 2.8368 -0.9803 4.1628 0.00
H -2.3989 5.0499 -0.3747 0.00
H -0.5688 -3.0265 -1.6567 0.00
H -2.2228 -2.3606 1.7672 0.00
H -0.6467 -0.4600 4.9844 0.00
H 1.5280 -2.1221 4.4266 0.00
H 0.9571 -4.0176 -3.5620 0.00
H 2.3174 -0.6123 -0.2303 -0.03
H -1.8206 -4.1748 -4.1955 0.00
H -2.7581 2.3590 2.9667 0.00
H 1.2610 -4.2020 3.2744 0.00
H 2.8782 -2.5511 3.3563 0.00
H -5.9499 -0.8891 0.2360 0.00
H 1.3813 -5.2258 -0.5279 0.00
H 0.7740 0.9162 -5.4737 0.00
H -5.6931 -0.7044 -1.5073 0.00
H 3.5898 1.2526 2.0042 0.00
H 1.6338 1.3896 2.5072 0.01
H -1.6433 -0.9195 2.5848 0.02
H -5.9109 -3.4265 0.0178 0.00
H -2.5507 0.9573 1.9167 -0.01
H -2.8700 0.7357 3.6269 0.00
H -4.5060 -4.1973 -0.7309 0.00
H 0.2928 -0.4702 -3.1891 0.00
H -0.0418 5.5963 -1.6456 0.00
H 1.6340 -3.5525 -1.0243 0.00
```

Its net charge is +1. Its energy above the lowest of the compared OMol25 structures with the same formula, charge and spin is 0.000 eV. The value obtained for the LUMO energy (alpha / beta) is -3.287 / -3.418 eV. Its spin multiplicity is 2. The value obtained for the HOMO-LUMO gap (alpha / beta) is 7.76 / 7.37 eV. As for the HOMO energy (alpha / beta): -11.05 / -10.79 eV.

=====

| no. | E_tot (eV) |
| --- | --- |
| 1 | -75032.00534 |
| 2 | -32520.54856 |
| 3 | -13683.45643 |
| 4 | -55478.25826 |
| 5 | -97853.42697 |
| 6 | -105128.06328 |